81
Properties=species:S:1:pos:R:3:forces:R:3:mulliken_spin:R:1 method="wB97M-V/def2-TZVPD" charge=+1 largest_force_ha_per_bohr=0.083 energy_ha=-5735.63182 spin_multiplicity=2
Yb 2.126477 -0.449059 -1.252598 -2.5 -1.6 3.1 0.06
C -1.199496 -1.277347 1.319071 1.4 -0.7 0.4 0.01
C -0.643822 -2.147462 0.348640 0.4 1.2 0.4 0.00
C 0.975632 -1.724184 1.939038 -1.3 0.3 -0.4 0.00
C -0.214050 -1.056833 2.330238 0.3 -1.1 -1.5 0.00
C 0.715466 -2.398347 0.711405 0.1 1.1 -0.2 -0.01
C -2.546214 -0.670363 1.309410 -0.5 0.2 0.1 0.00
H -3.171645 -1.108362 0.522537 0.0 0.1 0.2 0.00
H -2.490476 0.418384 1.134402 -0.2 -0.2 0.0 0.00
H -3.049630 -0.819809 2.276394 -0.1 0.1 -0.3 0.00
C -0.384708 -0.285711 3.575349 -0.1 0.3 0.5 0.00
H -1.422662 0.060835 3.674403 0.3 0.0 0.1 0.00
H 0.278707 0.594503 3.611970 -0.2 -0.2 0.1 0.00
H -0.145337 -0.914315 4.449099 -0.1 0.3 -0.1 0.00
C 2.250197 -1.716832 2.684417 0.5 0.1 0.3 0.00
H 2.050667 -1.655877 3.765736 0.3 0.0 -0.3 0.00
H 2.882579 -0.857454 2.394375 0.0 -0.3 0.3 0.00
H 2.819271 -2.635266 2.479469 0.0 0.2 0.2 0.00
C 1.666195 -3.306981 0.018644 -0.2 -0.6 0.3 0.02
H 2.218722 -3.894228 0.769982 0.1 0.1 -0.4 0.00
H 2.461148 -2.824222 -0.600770 0.2 -0.1 -0.2 0.00
H 1.124682 -4.009407 -0.633379 0.3 0.2 0.1 0.00
C -1.361986 -2.733764 -0.807222 -0.3 -0.2 -0.3 -0.01
H -0.981799 -3.738751 -1.032964 -0.2 0.1 -0.1 0.00
H -1.258699 -2.120454 -1.719734 -0.2 -0.2 -0.1 0.01
H -2.434445 -2.816280 -0.583743 0.2 -0.1 -0.2 0.00
C -1.054633 3.743035 -2.561602 -0.5 0.7 0.2 0.00
C -2.222777 3.181456 -2.235221 -0.1 0.5 0.5 0.00
C -2.740774 1.866087 -2.756622 -0.2 -0.2 0.0 0.00
C -2.572511 1.643766 -4.272850 -0.4 0.2 -0.7 0.02
C -1.316603 0.840178 -4.722759 0.4 -0.7 0.9 0.01
C -0.377871 0.414327 -3.570013 0.4 -0.7 -0.5 0.31
C 0.114891 1.496213 -2.624086 0.0 1.1 0.8 -0.14
C 0.098082 2.969288 -3.122789 0.3 -0.2 -0.1 0.03
H -3.821964 1.866446 -2.575563 0.2 -0.1 0.1 0.00
H -2.653903 2.585622 -4.831049 0.1 0.0 0.4 0.00
H -2.339421 0.998266 -2.213275 -0.3 0.2 0.0 0.00
H 0.104418 3.016203 -4.219885 0.1 0.1 0.3 0.00
H -0.882012 4.823171 -2.397243 0.0 -0.8 0.4 0.00
H -2.900186 3.670639 -1.509968 0.3 0.1 -0.9 0.00
H 1.034657 3.467769 -2.808277 -0.4 -0.2 -0.1 0.00
H -0.468621 1.454663 -1.704871 0.1 0.2 -0.1 -0.02
H -0.834824 -0.427440 -3.024242 0.3 0.3 -0.1 -0.01
H 1.163538 1.360556 -2.255745 -0.8 0.1 -0.5 0.02
H -3.464400 1.092004 -4.621914 0.5 0.0 0.2 0.00
H -1.727356 -0.079319 -5.170283 0.4 0.1 0.1 0.01
P -0.155485 1.437191 -6.004276 -2.1 -0.1 -0.5 0.00
C -0.457439 3.155070 -6.389670 0.4 1.0 -0.7 0.01
C -0.612092 0.556680 -7.503025 0.1 0.0 -0.5 0.01
P 1.376990 -0.249829 -4.108053 -2.4 -1.6 1.6 0.51
C 1.471725 0.946964 -5.519701 1.4 0.7 -0.4 0.05
C 1.165422 -1.878093 -4.859823 0.5 -0.2 -0.5 -0.06
C 3.051553 -0.091396 -3.396519 1.9 0.6 -2.2 0.15
H 0.438585 3.765810 -6.229744 -0.2 -0.1 0.0 0.00
H -1.286240 3.603906 -5.830742 0.3 -0.3 0.1 0.00
H -0.711970 3.222566 -7.455944 0.1 0.0 0.3 0.00
H -0.319264 1.177295 -8.355045 0.0 -0.2 0.0 0.00
H -1.697875 0.405902 -7.548775 0.2 0.1 0.1 0.00
H -0.112203 -0.410226 -7.584009 -0.1 0.0 0.1 0.00
H 3.687632 0.189520 -4.244327 0.6 -0.1 0.3 0.01
H 3.390955 -1.077382 -3.016833 0.1 0.3 -0.4 0.02
H 3.194290 0.725243 -2.638487 0.1 -0.1 -0.9 -0.04
H 2.072753 1.824918 -5.217787 -0.3 -0.3 -0.1 0.00
H 1.990211 0.479001 -6.378580 -0.2 0.2 0.4 0.00
H 1.844502 -2.592817 -4.366040 -0.3 0.2 -0.3 0.02
H 1.426218 -1.834177 -5.929807 -0.1 -0.3 0.2 0.01
H 0.132796 -2.248092 -4.757685 0.4 0.3 0.1 0.00
Br 0.429299 1.568516 0.688754 0.6 0.7 1.1 0.00
C 1.868658 2.223334 1.880003 -0.2 0.1 0.0 0.00
C 1.590164 2.690200 3.169477 0.1 0.0 -0.1 0.00
C 2.659987 2.878535 4.067125 -0.2 0.0 -0.6 0.00
C 3.973357 2.649434 3.646429 0.1 0.1 -0.3 0.00
C 4.236094 2.249967 2.333116 -0.5 0.0 -0.1 0.00
C 3.178015 2.057871 1.435460 -0.3 -0.7 0.4 0.00
C 3.335035 1.347673 0.124096 1.0 -1.0 -0.4 0.00
O 3.047256 1.905012 -0.976127 0.1 -0.7 0.6 0.00
O 3.657578 0.078786 0.180247 0.2 2.2 0.3 0.01
H 0.558457 2.908805 3.469552 0.5 -0.3 -0.1 0.00
H 2.458607 3.196608 5.092357 0.0 -0.1 -0.4 0.00
H 4.811846 2.793936 4.330557 -0.3 -0.1 -0.2 0.00
H 5.239777 2.040626 1.970825 -0.1 0.1 0.3 0.00